# 1
101
Properties=species:S:1:pos:R:3:forces:R:3:lowdin_charge:R:1 method="wB97M-V/def2-TZVPD" s2=0.761 homo_ha="-0.245 / -0.238" homo_lumo_gap_ev="6.43 / 5.86" spin_multiplicity=2 energy_ev=-143985.3410
Te -0.598 0.767 -1.910 0.4454 0.4910 -0.0750 1.485
Ru 0.198 0.853 0.733 0.0334 -0.2611 -0.6362 0.501
As 2.112 2.113 -0.020 0.2605 0.4095 -0.2860 0.689
S 1.061 0.696 2.859 0.2603 0.1452 0.6731 0.678
Si 3.630 1.631 -1.741 -0.1169 0.0914 0.0331 0.218
Si 3.570 2.837 1.667 -0.1390 -0.0677 -0.1077 0.190
N -1.980 -3.382 0.438 -0.0261 -0.0342 0.0660 -0.247
N -1.344 2.454 0.487 -0.1708 -0.0397 0.6173 -0.058
N -1.442 0.338 1.989 -0.2798 -0.6106 -0.5907 -0.147
N 0.463 -1.582 4.118 0.1795 0.0891 -0.0402 0.006
N -1.259 -0.678 2.894 0.3381 0.3443 -0.1408 0.025
C -3.689 2.865 0.737 0.0382 0.1779 -0.0822 -0.008
C 2.861 0.506 -3.017 -0.0708 -0.0515 -0.0576 -0.241
C -0.746 -1.692 -5.460 -0.0095 0.0349 -0.0171 -0.083
C -3.818 0.503 2.598 0.0169 -0.0313 0.1318 -0.017
C -2.328 4.397 -0.485 0.0878 0.0266 -0.0102 -0.056
C -2.699 0.896 -2.056 -0.1390 -0.1937 0.0405 -0.486
C -0.005 -0.621 3.302 -0.3795 -0.2001 0.1163 -0.728
C 0.256 -2.217 0.339 -0.0358 -0.1403 0.1738 -0.258
C 0.382 -3.056 -3.837 0.0067 0.0057 0.0142 -0.065
C -2.551 2.109 0.991 -0.1389 -0.4551 0.0615 -0.216
C 4.544 1.498 2.547 0.0422 -0.0098 0.0697 -0.231
C -3.575 4.024 -0.012 -0.0194 -0.1197 0.0919 -0.056
C -3.248 2.025 -2.650 0.0039 -0.0437 -0.0715 -0.159
C 2.229 -3.633 0.466 0.0138 0.0356 -0.0159 -0.097
C 0.865 -3.477 0.313 0.0122 0.0156 0.0648 -0.071
C 1.020 -1.051 0.550 -0.3115 -0.3455 0.1289 -0.311
C -0.882 -0.682 -4.518 -0.0271 -0.0458 0.0191 -0.136
C 4.803 4.006 0.867 0.0505 0.0377 0.0030 -0.236
C 5.184 0.770 -1.139 0.0138 -0.0630 0.0070 -0.213
C -0.433 -3.373 5.570 -0.0084 -0.0191 0.0095 -0.089
C -1.242 3.578 -0.226 0.0081 0.1125 0.0300 -0.181
C -0.392 -0.866 -3.229 -0.0893 -0.1642 0.0112 -0.490
C -2.335 -4.227 -0.686 -0.0167 -0.0259 -0.0189 -0.102
C 2.404 -1.254 0.718 -0.0096 0.1589 0.0490 -0.182
C -4.628 2.161 -2.750 0.0191 0.0027 -0.0254 -0.088
C 2.534 3.819 2.889 -0.0376 -0.0185 0.0577 -0.252
C -0.092 -2.931 4.157 -0.0951 0.0262 0.0597 -0.236
C -3.155 -3.053 1.222 -0.0057 0.0403 -0.0214 -0.103
C -3.539 -0.107 -1.575 -0.0328 0.0815 0.0116 -0.113
C 4.113 3.236 -2.598 0.0210 0.0492 0.0114 -0.231
C -1.228 -2.196 0.021 0.0142 0.0531 -0.0155 -0.218
C -4.915 0.030 -1.679 0.0111 0.0134 0.0197 -0.075
C 3.004 -2.499 0.666 0.0128 -0.0665 -0.0208 -0.098
C 0.245 -2.052 -2.887 0.1481 0.0563 -0.1943 -0.139
C -2.585 0.910 1.864 0.0487 0.5347 -0.1908 -0.267
C -5.461 1.168 -2.260 -0.0284 0.0116 0.0191 -0.083
C -0.113 -2.879 -5.120 -0.0114 -0.0244 -0.0106 -0.082
H -1.687 -1.302 0.433 0.0405 -0.0653 0.0743 0.061
H -0.978 -2.935 3.526 0.0186 0.0006 -0.0027 0.096
H 2.918 3.726 3.908 0.0365 0.0324 -0.0049 0.030
H -2.970 -3.703 -1.424 -0.0094 -0.0012 0.0102 0.087
H 0.240 -4.351 0.183 -0.0226 -0.0059 0.0142 0.098
H 5.369 4.530 1.643 0.0155 0.0000 0.0003 0.032
H 5.927 0.788 -1.942 0.0165 -0.0434 -0.0063 0.035
H 1.440 -1.483 4.348 0.0002 -0.0594 -0.0644 0.121
H 2.537 4.875 2.613 -0.0048 0.0118 -0.0056 0.025
H -4.452 4.618 -0.232 0.0108 0.0330 0.0312 0.115
H 1.500 3.473 2.897 -0.0020 0.0132 0.0155 -0.025
H -1.372 0.245 -4.790 0.0047 0.0089 -0.0061 0.095
H -2.882 -5.102 -0.334 0.0210 -0.0180 0.0148 0.084
H 0.434 -3.294 6.228 0.0096 -0.0024 -0.0039 0.069
H 4.334 3.043 -3.651 0.0338 -0.0095 -0.0017 0.026
H -5.049 3.041 -3.219 -0.0035 0.0139 0.0051 0.107
H -3.950 -2.578 0.616 -0.0129 0.0093 0.0134 0.078
H 5.146 1.956 3.338 0.0244 -0.0141 -0.0045 0.031
H -2.599 2.799 -3.042 -0.0108 -0.0054 -0.0039 0.094
H -5.562 -0.754 -1.307 -0.0020 -0.0100 0.0050 0.104
H -1.231 -2.758 5.985 0.0106 0.0172 0.0034 0.073
H -3.544 -0.140 3.432 -0.0023 -0.0070 -0.0223 0.074
H -1.125 -1.544 -6.463 -0.0139 -0.0057 0.0009 0.104
H -0.244 3.812 -0.578 -0.0040 0.0009 -0.0022 0.059
H -6.535 1.276 -2.334 -0.0049 -0.0085 -0.0191 0.103
H 0.000 -3.663 -5.858 -0.0026 -0.0041 0.0001 0.103
H 2.121 1.022 -3.632 -0.0144 -0.0080 -0.0072 0.016
H 5.517 3.480 0.232 0.0248 -0.0014 0.0015 0.008
H 5.219 0.981 1.865 0.0224 -0.0069 0.0007 0.011
H -4.483 -0.059 1.936 -0.0066 0.0278 -0.0186 0.086
H 4.076 -2.583 0.802 0.0049 0.0114 -0.0017 0.099
H -4.646 2.549 1.123 -0.0198 -0.0263 -0.0153 0.113
H 4.969 -0.272 -0.894 -0.0008 -0.0094 0.0122 0.024
H 2.385 -0.354 -2.547 -0.0162 -0.0788 0.0352 0.002
H 0.882 -3.977 -3.565 0.0178 0.0005 -0.0007 0.109
H -2.885 -2.370 2.027 0.0376 -0.0293 0.0144 0.055
H 2.677 -4.619 0.432 0.0017 -0.0018 0.0179 0.096
H -4.365 1.365 2.977 0.0023 0.0164 0.0121 0.079
H 5.628 1.238 -0.262 0.0226 0.0455 -0.0033 -0.005
H -3.573 -3.961 1.661 -0.0200 -0.0044 -0.0119 0.084
H 3.030 -0.397 0.927 0.0116 0.0159 -0.0244 0.024
H 0.629 -3.611 3.697 0.0114 -0.0027 0.0199 0.117
H -1.441 -4.572 -1.208 0.0054 0.0323 -0.0113 0.076
H -0.760 -4.413 5.573 -0.0173 -0.0016 -0.0034 0.071
H 0.655 -2.195 -1.898 0.0550 0.0116 -0.0567 0.078
H 3.892 0.754 3.004 -0.0232 0.0142 0.0054 -0.015
H -3.123 -0.995 -1.123 -0.0291 0.0187 -0.0219 0.070
H 4.994 3.695 -2.149 0.0044 0.0010 0.0254 0.015
H 3.300 3.962 -2.549 -0.0204 -0.0113 -0.0345 0.018
H 3.644 0.122 -3.678 -0.0103 0.0224 -0.0348 0.040
H 4.298 4.754 0.253 -0.0223 0.0145 0.0147 0.027
H -2.185 5.305 -1.053 -0.0082 -0.0074 -0.0193 0.112
H -1.320 -2.102 -1.071 -0.0476 0.0622 0.1030 0.072

---

# 2
98
Properties=species:S:1:pos:R:3:forces:R:3:lowdin_charge:R:1 method="wB97M-V/def2-TZVPD" homo_ha=-0.010 homo_lumo_gap_ev=4.98 energy_ev=-89314.3152 total_charge=-2
Pd 0.143 0.436 0.873 0.0143 -0.3990 -0.0825 0.132
P 0.280 -1.559 1.867 0.1562 -0.2755 0.5735 0.846
P 1.121 0.119 -1.820 0.0504 0.0609 -0.9045 0.546
P -1.855 0.284 -1.141 -0.3916 0.2839 -0.6219 0.559
Si -4.086 -0.209 0.993 0.1036 0.0267 0.0664 0.254
Si 3.838 0.227 -0.290 0.0073 -0.0852 0.0159 0.256
N -2.824 -0.334 -0.060 -0.0844 -0.1964 -0.0479 -0.247
N 2.261 -0.007 -0.740 0.4447 0.1148 0.4108 -0.270
C 1.779 -0.800 -3.306 0.0537 0.0951 0.1299 -0.264
C 1.715 4.171 -1.978 0.0529 0.0579 -0.0162 -0.107
C 0.739 -2.760 4.577 0.0080 -0.0031 0.0156 -0.181
C 1.083 3.521 -4.198 -0.0307 -0.0425 -0.0456 -0.108
C -1.275 3.775 0.934 -0.0550 0.0576 0.0672 -0.101
C 1.613 2.849 -1.572 0.0666 0.2883 0.0409 -0.121
C 2.973 -0.419 -3.915 0.0314 -0.0007 -0.0279 -0.103
C 4.733 1.723 -1.052 -0.0299 0.0465 -0.0047 -0.192
C -4.121 1.073 -2.696 -0.0412 0.0117 -0.0157 -0.097
C -0.420 -0.378 -1.617 -0.2900 -0.2026 0.5184 -0.451
C 1.256 1.853 -2.456 -0.1194 -0.2660 -0.2751 -0.269
C -1.660 3.078 -1.719 -0.0641 0.0594 -0.0015 -0.092
C -4.887 1.178 -3.848 0.0209 -0.0200 -0.0370 -0.111
C -1.448 4.407 -1.376 -0.0016 -0.0335 0.1009 -0.110
C -1.705 2.084 -0.745 0.0036 0.0478 0.0851 -0.271
C 3.498 -1.135 -4.981 -0.0154 -0.0377 -0.0143 -0.111
C -3.600 0.083 2.808 0.0234 -0.0102 0.0079 -0.191
C -1.527 2.452 0.594 0.1114 0.2609 -0.1986 -0.157
C -1.086 -2.821 1.884 0.0230 0.0111 0.0950 -0.400
C 1.693 -2.712 1.479 0.0069 -0.0196 0.0929 -0.395
C -4.436 0.608 -5.035 -0.0133 0.0115 0.0193 -0.134
C 2.838 -2.268 -5.446 0.0179 0.0187 -0.0095 -0.131
C -1.584 -3.372 0.550 -0.0302 0.0600 -0.0246 -0.159
C -1.245 4.758 -0.046 -0.0196 0.0472 -0.0813 -0.123
C 4.957 -1.251 -0.693 0.0011 0.0213 -0.0079 -0.182
C -5.330 1.198 0.672 -0.0064 0.0239 -0.0233 -0.203
C -2.892 0.417 -2.700 -0.0107 0.0303 0.1768 -0.258
C 1.129 -1.932 -3.782 -0.0562 -0.0195 0.0376 -0.100
C 1.464 4.510 -3.300 0.0179 0.0751 0.0579 -0.128
C 1.876 -3.220 0.052 0.0020 0.0092 -0.0268 -0.156
C 3.995 0.502 1.574 0.0199 0.0208 -0.0025 -0.195
C -3.214 -0.049 -5.053 -0.0114 -0.0048 -0.0665 -0.111
C 0.970 2.206 -3.773 -0.0155 -0.0479 -0.0773 -0.092
C 0.574 -1.498 3.728 -0.0548 0.0042 -0.0737 -0.416
C -5.127 -1.791 1.020 -0.0733 0.0659 0.0039 -0.193
C 1.656 -2.667 -4.838 -0.0089 -0.0355 -0.0253 -0.109
C -2.447 -0.130 -3.896 0.0711 -0.0065 0.0345 -0.088
H 1.802 2.553 -0.553 0.1000 0.0898 0.3129 0.085
H -2.985 0.980 2.919 -0.0318 0.0219 -0.0086 0.006
H -1.471 -0.608 -3.887 -0.0150 -0.0140 -0.0200 0.071
H -2.468 -3.996 0.720 -0.0104 0.0097 -0.0254 0.054
H 5.978 -1.076 -0.337 0.0181 -0.0140 -0.0081 0.011
H 1.457 -0.861 3.837 0.0060 0.0151 -0.0235 0.051
H -2.849 -0.489 -5.975 -0.0015 0.0020 0.0059 0.087
H -5.032 0.684 -5.938 0.0033 -0.0046 -0.0024 0.080
H 4.425 -0.817 -5.447 0.0035 0.0052 0.0049 0.087
H 5.787 1.745 -0.756 0.0082 -0.0393 0.0187 0.012
H 4.994 -1.429 -1.772 -0.0091 0.0134 -0.0078 0.012
H 0.661 1.435 -4.473 -0.0069 0.0106 0.0015 0.106
H -1.916 -2.340 2.406 -0.0316 0.0076 -0.0137 0.042
H -1.128 4.043 1.975 0.0219 -0.0208 -0.0060 0.091
H -0.746 -3.651 2.514 -0.0438 -0.0166 0.0145 0.054
H -4.797 2.141 0.513 -0.0127 -0.0067 0.0117 0.016
H 3.247 -2.835 -6.275 -0.0013 -0.0040 0.0029 0.081
H -1.060 5.793 0.223 -0.0001 -0.0006 -0.0066 0.085
H 3.497 0.455 -3.544 0.0035 0.0075 -0.0091 0.087
H -1.408 5.165 -2.150 -0.0091 0.0036 -0.0145 0.094
H 1.138 -3.553 -5.191 0.0029 0.0035 0.0002 0.087
H -6.001 1.329 1.527 -0.0006 -0.0086 0.0183 0.010
H -0.144 -3.400 4.538 -0.0083 0.0003 -0.0094 0.049
H -1.786 2.804 -2.760 0.0165 0.0264 -0.0089 0.104
H 1.548 5.542 -3.626 0.0021 -0.0003 0.0018 0.085
H -0.835 -3.996 0.066 -0.0120 -0.0046 -0.0004 0.037
H -1.614 1.711 1.388 0.0659 -0.2738 0.0404 0.044
H 0.203 -2.213 -3.288 -0.0020 -0.0091 -0.0225 0.082
H 5.017 0.787 1.848 -0.0020 0.0068 0.0129 0.012
H 0.897 -2.496 5.628 0.0001 0.0060 -0.0003 0.053
H -4.495 0.206 3.428 -0.0090 -0.0035 0.0051 0.011
H 0.870 3.777 -5.231 -0.0021 -0.0021 -0.0009 0.088
H -0.259 -0.904 4.113 -0.0168 0.0143 -0.0143 0.051
H -5.955 -1.705 1.733 -0.0104 -0.0265 -0.0084 0.010
H -4.524 -2.658 1.295 0.0568 -0.0105 0.0176 0.000
H 1.985 4.939 -1.261 -0.0063 -0.0015 0.0022 0.098
H 2.813 -3.782 -0.022 -0.0066 -0.0077 -0.0153 0.057
H 1.597 -3.360 4.267 -0.0042 0.0124 -0.0148 0.049
H -1.857 -2.566 -0.128 0.0156 0.0468 -0.0152 0.029
H 1.593 -3.572 2.152 0.0564 -0.0039 -0.0047 0.055
H 3.309 1.292 1.893 0.0008 0.0121 -0.0093 0.010
H -5.947 1.007 -0.210 0.0022 -0.0100 -0.0168 0.006
H 1.918 -2.398 -0.656 -0.0245 0.0661 -0.0078 0.029
H 1.071 -3.888 -0.250 0.0079 -0.0009 -0.0042 0.040
H 4.270 2.655 -0.720 0.0198 0.0212 -0.0046 0.008
H 3.729 -0.395 2.138 -0.0032 -0.0007 -0.0093 -0.006
H -4.472 1.521 -1.775 -0.0183 -0.0055 0.0090 0.074
H 2.593 -2.171 1.786 0.0109 0.0014 -0.0221 0.047
H -3.020 -0.747 3.214 0.0091 -0.0203 -0.0035 -0.006
H 4.689 1.717 -2.144 0.0059 0.0000 -0.0032 0.007
H -5.544 -1.978 0.027 -0.0056 -0.0061 -0.0105 0.015
H 4.582 -2.165 -0.225 -0.0157 0.0080 0.0248 0.000
H -5.835 1.705 -3.826 -0.0017 0.0001 0.0085 0.086

---

Asked for energy relative to the best compared isomer or geometry (same formula, charge and spin) across the records above, the calculation gives 60.3; 145.6 kJ/mol in order.